The following is a DFT calculation (ωB97M-V/def2-TZVPD) of 3 unconnected molecules or ions with the total composition C4H13NO2.

Positions of all 20 atoms, in Å:
C -2.19342 0.74574 0.04161
C -0.80977 0.57122 -0.55874
C 0.35394 0.57176 0.38641
C 0.32792 1.09229 1.61988
N 1.58080 0.09428 -0.14032
H -2.34962 0.03323 0.85328
H -2.29802 1.74754 0.44271
H -2.95883 0.50136 -0.68931
H -0.73859 -0.41482 -1.04392
H -0.61236 1.28861 -1.35437
H -0.62437 1.49817 1.90365
H 1.17301 0.98378 2.28364
H 1.86598 0.41616 -1.04281
H 2.28746 -0.11708 0.53529
H 1.65000 -0.69635 -3.35462
H 1.02742 -1.02660 -1.97350
O 1.24105 -1.39724 -2.84091
H -0.37556 -1.74207 1.50506
H 1.12624 -1.86867 1.53426
O 0.32670 -2.28130 1.89273

HOMO-LUMO gap in eV: 9.452
LUMO in hartree: 0.0226
Structure (SMILES): C=C(N)CC.O.O
E in eV: -9943.20742

Löwdin atomic charge list, values in e, 2 entries: atom 1 (C): -0.10, atom 2 (C): -0.22

The following is a DFT calculation (ωB97M-V/def2-TZVPD) of 3 unconnected molecules or ions with the total composition C4H13NO2.

Positions of all 20 atoms, in Å:
C -1.63783 1.30058 0.95854
C -0.52324 0.96916 0.19094
N -0.21151 -0.59421 0.18001
C 0.00114 -1.14163 -1.25266
C -1.09688 -2.25066 -1.61940
H -2.03041 2.28594 0.81689
H -2.28303 0.49532 1.15080
H -0.28287 1.34620 -0.76673
H -1.03493 -0.90169 0.74250
H 1.09566 -1.40361 -1.23204
H -0.14092 -0.32139 -2.00571
H -0.88541 -2.51383 -2.56817
H -2.06067 -1.88242 -1.44566
H -0.96991 -3.17459 -1.01421
H 0.75351 2.75144 1.10678
H 2.31335 2.94767 1.14536
O 1.45061 3.20115 1.41893
H 1.80510 -0.17241 1.10099
H 3.24568 -0.60787 1.33278
O 2.49256 -0.33315 1.76005

HOMO-LUMO gap in eV: 9.508
LUMO in hartree: 0.0212
Structure (SMILES): C=CNCC.O.O
E in eV: -9940.56845

Löwdin atomic charge list, values in e, 2 entries: atom 1 (C): 0.02, atom 2 (C): -0.13

The following is a DFT calculation (ωB97M-V/def2-TZVPD) of 3 unconnected molecules or ions with the total composition C4H13NO2.

Positions of all 20 atoms, in Å:
N 0.45304 -0.84767 -1.98691
C 1.09073 0.16754 -1.13212
C -1.24093 2.77762 0.56900
C -0.41888 1.54790 0.29953
C 0.22305 1.35532 -0.84453
H -0.50339 -0.59759 -2.20266
H 0.95632 -1.02145 -2.84247
H 2.02041 0.49833 -1.59848
H 1.39706 -0.31243 -0.19460
H -2.12224 2.78116 -0.06366
H -1.58405 2.84473 1.59640
H -0.67429 3.67004 0.32241
H -0.31781 0.80917 1.08936
H 0.39712 2.21386 -1.49877
H 0.40156 -1.69832 1.72385
H -0.04865 -1.56465 3.20893
O 0.45105 -1.13112 2.50346
H -0.13931 -1.98506 -0.33630
H -0.62787 -3.39418 -0.41274
O -0.39384 -2.72449 0.24441

HOMO-LUMO gap in eV: 10.239
LUMO in hartree: 0.0334
Structure (SMILES): C/C=C/CN.O.O
E in eV: -9943.30237

Löwdin atomic charge list, values in e, 2 entries: atom 1 (N): -0.02, atom 2 (C): -0.28

The following is a DFT calculation (ωB97M-V/def2-TZVPD) of 2 unconnected molecules or ions with the total composition C4H13NO2.

Positions of all 20 atoms, in Å:
C -1.39467 -0.50043 0.95266
O -1.62318 0.66425 1.74639
C 0.14469 -0.49646 0.61622
C 0.38492 -1.40181 -0.59366
C 1.04405 -0.68659 -1.75988
N 0.95993 -0.91880 1.67684
H -1.76965 -1.36848 1.47099
H -2.16503 -0.44278 0.09407
H -0.97945 1.37375 1.57683
H 0.39886 0.52952 0.41333
H 1.14495 -2.32367 -0.39931
H -0.39111 -2.00208 -0.95691
H 1.03411 -1.29965 -2.66724
H 1.96943 -0.40123 -1.44700
H 0.44484 0.10354 -2.01317
H 0.70914 -1.76028 2.14765
H 1.22602 -0.25958 2.38188
H -0.55204 3.50467 -1.84566
H -0.48160 4.20880 -0.45565
O -0.10423 3.47730 -0.93838

HOMO-LUMO gap (alpha / beta) in eV: 11.563 / 6.016
Total charge: +1
LUMO (alpha / beta) in hartree: -0.1151 / -0.3190
<S²>: 0.76
Multiplicity: 2
E in eV: -9933.65517

Löwdin atomic charge list, values in e, 2 entries: atom 1 (C): -0.12, atom 2 (O): -0.03